i.
The following is a quantum chemistry calculation of 2 unconnected molecules or ions with the total composition HN2O3S, from OMol25.

HOMO level   -2.85 eV
Kohn-Sham gap   0.253 hartree

ORCA input file:
```
! RIJCOSX wB97M-V def2-TZVPD def2/J DEFGRID3
* xyz -1 1
N -1.422 -0.581 -2.060
N -1.019 0.387 -1.614
O -0.511 -0.364 1.625
O -0.669 1.510 -1.456
O 1.280 -0.568 0.021
S 0.843 -0.819 1.365
H 1.498 0.435 2.119
*
```

---

ii.
The following is a quantum chemistry calculation of a gas-phase ion, HN2O3S (charge -1), from OMol25.

HOMO level   -4.30 eV
Kohn-Sham gap   0.306 hartree

ORCA input file:
```
! RIJCOSX wB97M-V def2-TZVPD def2/J DEFGRID3
* xyz -1 1
N 0.407 -0.844 -0.051
N -0.759 -1.214 0.158
O -1.147 -2.385 0.225
O -2.705 0.292 -0.959
O -1.081 1.311 0.580
S -2.095 0.247 0.378
H 0.402 0.190 -0.010
*
```

---

The most stable arrangement is ii, and the next structure is 128.1 kJ/mol less stable.

---

i.
The following is a quantum chemistry calculation of a gas-phase ion, HN2O3S (charge -1), from OMol25.

HOMO level   -4.35 eV
Kohn-Sham gap   0.307 hartree

ORCA input file:
```
! RIJCOSX wB97M-V def2-TZVPD def2/J DEFGRID3
* xyz -1 1
N 0.682 1.542 0.098
N -0.491 1.663 -0.150
O -0.420 -1.914 0.974
O 1.186 0.374 0.439
O -0.307 -1.146 -1.267
S 0.535 -1.426 -0.085
H -1.185 0.907 -0.009
*
```

---

ii.
The following is a quantum chemistry calculation of a gas-phase ion, HN2O3S (charge -1), from OMol25.

HOMO level   -4.76 eV
SMILES   [H]/N=N\S(=O)(=O)[O-]
Kohn-Sham gap   0.336 hartree

ORCA input file:
```
! RIJCOSX wB97M-V def2-TZVPD def2/J DEFGRID3
* xyz -1 1
H -0.349 1.308 0.979
N 0.406 1.752 0.343
N 0.900 0.850 -0.287
S -0.062 -0.739 -0.232
O 0.648 -2.059 -0.256
O -0.710 -0.511 -1.529
O -0.832 -0.601 0.982
*
```

---

The most stable arrangement is ii, and the next structure is 122.0 kJ/mol less stable.

---

i.
The following is a quantum chemistry calculation of a molecular structure, C7H12, from OMol25.

HOMO level   -7.06 eV
Kohn-Sham gap   0.274 hartree

ORCA input file:
```
! RIJCOSX wB97M-V def2-TZVPD def2/J DEFGRID3
* xyz 0 1
C 0.546 1.944 0.332
C -0.094 0.711 -0.269
C -1.120 0.964 -1.154
C -0.312 -0.977 0.676
C 0.616 -0.580 -0.295
C 0.813 -1.357 -1.592
C -0.350 -0.767 2.146
H 1.371 2.166 -0.355
H 0.898 1.749 1.352
H -0.101 2.808 0.466
H -1.673 0.170 -1.639
H -1.511 1.940 -1.401
H -1.074 -1.615 0.208
H 1.252 -2.332 -1.426
H 1.400 -0.768 -2.318
H -0.177 -1.297 -2.049
H -1.023 -1.422 2.702
H -0.750 0.178 2.550
H 0.652 -0.887 2.562
*
```

---

ii.
The following is a quantum chemistry calculation of a single C7H12 molecule, from OMol25.

HOMO level   -9.69 eV
SMILES   C[C@H]1[C@H]2CCC[C@@H]12
Kohn-Sham gap   0.399 hartree

ORCA input file:
```
! RIJCOSX wB97M-V def2-TZVPD def2/J DEFGRID3
* xyz 0 1
C 1.147 1.810 0.167
C 0.277 1.134 -0.866
C 0.226 -0.351 -1.121
C 0.680 -1.348 -0.052
C -0.601 -1.600 0.760
C -1.239 -0.203 0.832
C -0.986 0.369 -0.565
H 2.155 1.974 -0.231
H 0.730 2.789 0.433
H 1.244 1.228 1.088
H 0.203 1.716 -1.785
H 0.240 -0.686 -2.155
H 1.088 -2.261 -0.492
H 1.468 -0.928 0.587
H -1.260 -2.261 0.184
H -0.454 -2.100 1.722
H -0.759 0.402 1.613
H -2.304 -0.239 1.075
H -1.854 0.554 -1.193
*
```

---

The most stable arrangement is ii, and the next structure is 364.8 kJ/mol less stable.

---

i.
The following is a quantum chemistry calculation of a molecular structure, C7H12, from OMol25.

HOMO level   -9.80 eV
Kohn-Sham gap   0.401 hartree

ORCA input file:
```
! RIJCOSX wB97M-V def2-TZVPD def2/J DEFGRID3
* xyz 0 1
C -2.548 -0.265 0.091
C -1.044 -0.182 0.001
C -0.224 0.626 -1.047
C 0.923 0.364 -0.068
C 1.733 -0.879 -0.205
C 2.401 0.455 0.066
C -0.085 0.376 1.075
H -2.900 -0.835 -0.776
H -3.081 0.688 0.124
H -2.805 -0.845 0.985
H -0.709 -1.225 -0.105
H -0.157 0.234 -2.067
H -0.506 1.688 -1.081
H 1.881 -1.281 -1.205
H 1.532 -1.647 0.540
H 3.009 0.866 -0.735
H 2.767 0.687 1.063
H -0.293 1.411 1.379
H 0.107 -0.236 1.964
*
```

---

ii.
The following is a quantum chemistry calculation of a single C7H12 molecule, from OMol25.

HOMO level   -9.34 eV
SMILES   CC#CCCCC
Kohn-Sham gap   0.383 hartree

ORCA input file:
```
! RIJCOSX wB97M-V def2-TZVPD def2/J DEFGRID3
* xyz 0 1
C -3.857 -0.360 1.197
C -2.698 -0.009 0.372
C -1.731 0.268 -0.290
C -0.463 0.533 -0.980
C 0.714 0.042 -0.125
C 2.081 0.211 -0.781
C 3.202 -0.260 0.144
H -3.530 -0.746 2.169
H -4.464 -1.133 0.716
H -4.495 0.510 1.378
H -0.359 1.606 -1.185
H -0.454 0.029 -1.956
H 0.694 0.575 0.834
H 0.553 -1.018 0.111
H 2.239 1.264 -1.052
H 2.109 -0.358 -1.721
H 3.275 0.383 1.029
H 3.010 -1.281 0.496
H 4.175 -0.256 -0.357
*
```

---

iii.
The following is a quantum chemistry calculation of 2 unconnected molecules or ions with the total composition C7H12, from OMol25.

HOMO level   -9.39 eV
Kohn-Sham gap   0.378 hartree

ORCA input file:
```
! RIJCOSX wB97M-V def2-TZVPD def2/J DEFGRID3
* xyz 0 1
C -2.092 -0.182 -0.437
C -0.999 0.661 0.196
C -0.104 -0.198 1.182
C 1.338 0.304 0.891
C 2.405 -0.767 0.722
C 0.798 0.940 -0.316
C -0.139 1.421 -1.006
H -1.656 -0.974 -1.054
H -2.697 -0.653 0.351
H -2.739 0.430 -1.071
H -1.429 1.503 0.745
H -0.412 -0.091 2.226
H -0.176 -1.254 0.900
H 1.656 1.056 1.622
H 2.083 -1.522 -0.003
H 2.595 -1.261 1.681
H 3.346 -0.333 0.371
H -0.657 0.596 -3.242
H -1.122 0.323 -3.759
*
```

---

iv.
The following is a quantum chemistry calculation of a single C7H12 molecule, from OMol25.

HOMO level (spin up / spin down)   -7.50 / -7.51 eV
Kohn-Sham gap (spin up / spin down)   0.276 / 0.276 hartree

ORCA input file:
```
! RIJCOSX wB97M-V def2-TZVPD def2/J DEFGRID3
* xyz 0 1
C -0.753 -0.676 -0.336
C -1.037 -1.927 0.330
C -0.116 0.444 -0.133
C -1.006 -3.202 -0.414
C -0.337 1.478 -1.218
C 1.057 1.904 1.587
C 1.116 0.644 0.755
H -1.185 -0.616 -1.321
H -1.586 -3.937 0.208
H 0.098 -3.299 -0.094
H -1.103 -3.187 -1.507
H -0.476 2.494 -0.797
H -1.240 1.258 -1.766
H 0.555 1.531 -1.904
H 0.455 2.671 1.128
H 2.097 2.048 1.797
H 0.393 1.776 2.416
H 1.163 -0.272 1.214
H 1.905 0.868 0.056
*
```

---

The most stable arrangement is ii, and the next structure is 48.1 kJ/mol less stable.

---

i.
The following is a quantum chemistry calculation of 2 unconnected molecules or ions with the total composition C7H12, from OMol25.

HOMO level (spin up / spin down)   -9.03 / -9.00 eV
Kohn-Sham gap (spin up / spin down)   0.306 / 0.305 hartree

ORCA input file:
```
! RIJCOSX wB97M-V def2-TZVPD def2/J DEFGRID3
* xyz 0 1
C 1.802 -0.628 -0.091
C 1.105 0.672 -0.451
C -0.198 0.497 -1.283
C -0.987 0.778 -0.018
C -2.232 0.525 0.365
C -0.205 -2.476 1.061
C 0.252 1.284 0.697
H 2.230 -1.120 -0.971
H 1.122 -1.381 0.369
H 2.602 -0.474 0.642
H 1.830 1.367 -0.891
H -0.321 1.284 -2.036
H -0.359 -0.475 -1.764
H -2.959 0.083 -0.313
H -2.576 0.751 1.372
H -0.901 -2.315 0.205
H -0.579 -1.715 1.784
H 0.431 0.905 1.709
H 0.305 2.379 0.718
*
```

---

ii.
The following is a quantum chemistry calculation of 2 unconnected molecules or ions with the total composition C7H12, from OMol25.

HOMO level   -9.69 eV
SMILES   C#CC(C)C.C=C
Kohn-Sham gap   0.397 hartree

ORCA input file:
```
! RIJCOSX wB97M-V def2-TZVPD def2/J DEFGRID3
* xyz 0 1
C -0.494 2.219 -1.049
C 0.113 1.388 -0.422
C 1.344 0.599 0.002
C 1.010 -0.466 1.017
C 1.971 0.022 -1.268
H -1.137 2.898 -1.529
H 2.033 1.329 0.445
H -0.076 -0.810 0.864
H 1.686 -1.330 0.964
H 0.993 -0.079 2.029
H 2.909 -0.478 -1.032
H 1.300 -0.704 -1.725
H 2.174 0.812 -1.989
C -2.061 -0.390 0.955
C -2.547 -1.428 0.297
H -2.190 -0.300 2.023
H -1.544 0.491 0.406
H -2.990 -2.279 0.793
H -2.494 -1.493 -0.780
*
```

---

iii.
The following is a quantum chemistry calculation of a single C7H12 molecule, from OMol25.

HOMO level   -9.39 eV
SMILES   C[C@H]1[C@H]2CCC[C@@H]12
Kohn-Sham gap   0.386 hartree

ORCA input file:
```
! RIJCOSX wB97M-V def2-TZVPD def2/J DEFGRID3
* xyz 0 1
C -2.029 -0.313 0.877
C -1.254 -0.504 -0.415
C -0.187 0.269 -1.204
C 0.996 1.174 -0.894
C 1.403 0.888 0.548
C 1.021 -0.606 0.734
C 0.159 -1.002 -0.475
H -2.932 0.285 0.711
H -2.365 -1.301 1.227
H -1.465 0.146 1.693
H -1.909 -0.960 -1.158
H -0.409 0.215 -2.268
H 1.770 0.706 -1.528
H 0.937 2.227 -1.180
H 2.476 1.054 0.697
H 0.876 1.544 1.249
H 0.482 -0.754 1.677
H 1.908 -1.241 0.783
H 0.524 -1.827 -1.075
*
```

---

iv.
The following is a quantum chemistry calculation of a single C7H12 molecule, from OMol25.

HOMO level   -9.70 eV
SMILES   C[C@H]1[C@H]2CCC[C@@H]12
Kohn-Sham gap   0.398 hartree

ORCA input file:
```
! RIJCOSX wB97M-V def2-TZVPD def2/J DEFGRID3
* xyz 0 1
C 1.169 1.663 0.424
C -0.297 1.320 0.299
C -1.020 0.404 -0.662
C -0.362 -0.723 -1.440
C 0.501 -1.496 -0.427
C -0.100 -1.189 0.965
C -0.951 0.070 0.814
H 1.438 2.463 -0.275
H 1.359 2.038 1.438
H 1.839 0.818 0.250
H -0.914 2.201 0.482
H -1.904 0.848 -1.114
H -1.159 -1.375 -1.824
H 0.214 -0.382 -2.308
H 0.510 -2.572 -0.633
H 1.542 -1.163 -0.489
H 0.684 -1.085 1.725
H -0.747 -2.013 1.290
H -1.803 0.173 1.483
*
```

---

The most stable arrangement is iv, and the next structure is 66.7 kJ/mol less stable.

---

i.
The following is a quantum chemistry calculation of 2 unconnected molecules or ions with the total composition C7H12, from OMol25.

HOMO level   -8.12 eV
Kohn-Sham gap   0.325 hartree

ORCA input file:
```
! RIJCOSX wB97M-V def2-TZVPD def2/J DEFGRID3
* xyz 0 1
C -1.562 0.815 0.223
C -1.158 -0.599 -0.029
C -0.137 -0.760 -1.186
C 0.940 -0.906 -0.128
C 2.249 -0.708 -0.126
C 0.258 2.136 0.389
C -0.090 -1.129 0.963
H -2.200 1.213 -0.591
H -0.817 2.259 0.446
H -2.156 0.915 1.153
H -2.053 -1.233 -0.118
H -0.297 -1.682 -1.755
H -0.040 0.077 -1.887
H 2.783 -0.459 -1.040
H 2.830 -0.772 0.791
H 0.847 2.091 -0.548
H 0.908 1.802 1.222
H 0.043 -0.573 1.899
H -0.231 -2.189 1.199
*
```

---

ii.
The following is a quantum chemistry calculation of 2 unconnected molecules or ions with the total composition C7H12, from OMol25.

HOMO level   -8.10 eV
SMILES   C/C=C1/C=CCC1.[H][H]
Kohn-Sham gap   0.342 hartree

ORCA input file:
```
! RIJCOSX wB97M-V def2-TZVPD def2/J DEFGRID3
* xyz 0 1
C 0.774 2.255 -0.993
C 0.470 0.821 -1.315
C 0.251 -0.147 -0.419
C -0.027 -1.558 -0.729
C -0.074 -2.299 0.380
C 0.188 -1.481 1.621
C 0.240 -0.025 1.098
H 1.713 2.573 -1.461
H -0.012 2.922 -1.370
H 0.863 2.420 0.085
H 0.430 0.560 -2.373
H -0.157 -1.923 -1.744
H -0.250 -3.371 0.412
H -0.588 -1.624 2.382
H 1.137 -1.781 2.085
H 1.107 0.524 1.476
H -0.653 0.527 1.417
H -2.392 0.648 -0.404
H -3.019 0.960 -0.151
*
```

---

iii.
The following is a quantum chemistry calculation of a single C7H12 molecule, from OMol25.

HOMO level   -9.29 eV
SMILES   C=CCC(=C)CC
Kohn-Sham gap   0.381 hartree

ORCA input file:
```
! RIJCOSX wB97M-V def2-TZVPD def2/J DEFGRID3
* xyz 0 1
C 1.922 -0.666 -2.807
C 1.435 -0.796 -1.578
C 0.817 0.309 -0.785
C -0.037 -0.069 0.418
C 0.131 -1.173 1.126
C -1.027 1.000 0.780
C -1.873 0.796 2.007
H 2.318 -1.543 -3.295
H 1.812 0.276 -3.333
H 1.317 -1.811 -1.209
H 0.160 0.900 -1.416
H 1.592 0.949 -0.339
H 0.738 -2.025 0.837
H -0.558 -1.389 1.942
H -1.695 1.118 -0.078
H -0.501 1.962 0.764
H -1.368 0.581 2.943
H -2.589 -0.018 1.821
H -2.593 1.598 2.202
*
```

---

iv.
The following is a quantum chemistry calculation of a single C7H12 molecule, from OMol25.

HOMO level   -9.10 eV
SMILES   CC1CC2(CC2)C1
Kohn-Sham gap   0.375 hartree

ORCA input file:
```
! RIJCOSX wB97M-V def2-TZVPD def2/J DEFGRID3
* xyz 0 1
C 0.513 -2.731 0.556
C 0.237 -0.965 0.710
C 1.030 0.070 -0.160
C -0.247 0.921 -0.265
C -0.422 2.324 0.238
C -0.591 2.024 -1.230
C -1.071 -0.307 0.157
H 1.457 -3.111 1.030
H 0.549 -2.910 -0.501
H -0.289 -3.332 1.040
H 0.465 -1.438 1.634
H 1.945 0.566 0.189
H 1.226 -0.388 -1.141
H 0.462 2.882 0.543
H -1.315 2.563 0.813
H 0.178 2.382 -1.915
H -1.597 2.065 -1.646
H -1.369 -0.856 -0.748
H -1.959 -0.135 0.779
*
```

---

The most stable arrangement is iii, and the next structure is 10.0 kJ/mol less stable.

---

i.
The following is a quantum chemistry calculation of a single C7H12 molecule, from OMol25.

HOMO level   -9.50 eV
SMILES   C[C@H]1[C@H]2CCC[C@@H]12
Kohn-Sham gap   0.390 hartree

ORCA input file:
```
! RIJCOSX wB97M-V def2-TZVPD def2/J DEFGRID3
* xyz 0 1
C 1.530 -1.402 -0.850
C 0.789 -0.111 -1.155
C -0.612 0.502 -0.974
C -1.755 0.376 0.021
C -1.145 -0.147 1.316
C 0.292 0.441 1.294
C 0.554 0.955 -0.132
H 1.421 -2.139 -1.652
H 2.601 -1.153 -0.794
H 1.263 -1.879 0.096
H 1.156 0.285 -2.103
H -0.882 1.076 -1.857
H -1.994 1.441 0.192
H -2.674 -0.120 -0.305
H -1.712 0.192 2.191
H -1.148 -1.242 1.338
H 1.024 -0.316 1.599
H 0.383 1.267 2.003
H 0.909 1.975 -0.228
*
```

---

ii.
The following is a quantum chemistry calculation of a single C7H12 molecule, from OMol25.

HOMO level   -7.99 eV
SMILES   C=CC(=C)CCC
Kohn-Sham gap   0.294 hartree

ORCA input file:
```
! RIJCOSX wB97M-V def2-TZVPD def2/J DEFGRID3
* xyz 0 1
C 2.731 -0.798 -0.536
C 1.546 -0.724 0.178
C 0.268 -0.641 -0.530
C 0.266 -0.756 -1.899
C -0.896 -0.619 0.361
C -1.266 0.464 1.454
C -1.438 1.837 0.526
H 2.768 -1.433 -1.429
H 3.579 -0.202 -0.199
H 1.607 -1.099 1.168
H -0.691 -0.605 -2.379
H 1.143 -0.450 -2.571
H -0.749 -1.656 0.894
H -1.921 -0.694 -0.135
H -2.211 0.364 1.894
H -0.503 0.520 2.272
H -0.616 1.760 -0.294
H -2.383 2.002 0.075
H -1.234 2.731 1.149
*
```

---

The most stable arrangement is i, and the next structure is 278.7 kJ/mol less stable.